(i)
15
Properties=species:S:1:pos:R:3 method="wB97M-V/def2-TZVPD" orbital_gap_ev=10.58 charge=0
C -1.177 -1.206 1.042
C -0.705 -0.349 -0.189
O -0.943 1.052 0.035
C 0.792 -0.687 -0.443
O 1.147 -1.539 -1.199
O 1.657 -0.051 0.399
H -0.760 -2.220 0.964
H -2.319 -1.198 1.165
H -0.761 -0.805 1.921
H -1.298 -0.584 -1.028
H -0.521 1.204 0.873
H 1.137 0.391 1.106
O 1.422 2.988 -1.002
C 1.226 1.999 -1.551
O 1.103 1.005 -2.093


(ii)
15
Properties=species:S:1:pos:R:3 method="wB97M-V/def2-TZVPD" orbital_gap_ev=8.71 charge=0
C -2.417 -0.141 -0.639
O -1.029 -0.359 -0.400
C -0.427 0.152 0.751
O 0.108 -0.584 1.555
O -1.162 1.228 1.197
H -2.731 -0.692 -1.524
H -3.088 -0.456 0.161
H -2.657 0.910 -0.805
H -1.073 1.285 2.158
O 1.751 -1.746 -1.081
C 2.004 -0.500 -0.817
C 2.268 0.493 -0.132
O 3.332 1.150 0.334
H 1.167 -2.102 -0.384
H 3.953 1.364 -0.374


List of relative energies, unit eV: (i) 0.000; (ii) 5.163